Here is a molecular structure, C3H13NO3S from the OMol25 dataset. Energies are from ωB97M-V with the def2-TZVPD basis set.

```
! wB97M-V def2-TZVPD RIJCOSX def2/J DEFGRID3
* xyz 1 2
C -0.75 1.57 -0.48
C -0.44 0.99 0.90
S 1.19 1.80 1.30
N -2.11 1.20 -0.94
C 2.81 -0.86 0.14
O 2.86 0.28 -0.68
H 0.03 0.97 -1.25
H -0.72 2.75 -0.42
H -1.25 0.96 1.71
H -0.29 -0.15 1.00
H 2.33 0.94 -0.25
H -2.64 0.41 -0.49
H 1.79 -1.12 0.48
H 3.27 -1.64 -0.46
H 3.45 -0.76 1.08
H -0.43 -2.75 -1.08
H -1.21 -1.69 -0.03
O -0.29 -1.90 -0.74
H -2.59 -1.67 1.14
H -2.71 1.92 -1.34
O -2.31 -1.27 0.41
*
```

DFT total energy: -21774.434 eV
ΔE to the lowest compared entry with this formula, charge and spin: 643.6 kJ/mol
frontier orbital gap (alpha / beta): 4.92 / 5.22 eV
LUMO energy (alpha / beta): -8.4 / -8.1 eV
max |F|: 7.1 eV Å⁻¹

Here are the Löwdin charges for atoms 1 to 2, given in e: -0.27, -0.57